1.
The molecule C5H6N2 at a distorted geometry. Source: the Open Molecules 2025 dataset; level of theory: ωB97M-V with the def2-TZVPD basis set.

XYZ file:
```
13
C5H6N2 | the Open Molecules 2025 dataset | ωB97M-V with the def2-TZVPD basis set
C 1.9891 -0.5745 -0.0605
C 1.6644 0.7994 0.0058
C 0.8188 -1.2799 0.0301
C 0.3072 0.8862 0.1338
C -2.5558 0.1693 -0.0829
N -1.7399 -0.7550 0.0809
N -0.1789 -0.3788 0.1676
H 2.9731 -0.9812 -0.1706
H 2.3515 1.6201 -0.0455
H 0.6347 -2.3334 0.0203
H -0.3179 1.7514 0.2279
H -3.5873 -0.1554 -0.1210
H -2.3589 1.2316 -0.1859
```

Values from the calculation:
Multiplicity: 3
ΔE to the lowest compared entry with this formula, charge and spin: 48.23 kcal per mole
Frontier orbital gap (alpha / beta): 5.17 / 7.02 eV

=====

2.
A structure of composition C2H5OPS2 at a distorted geometry. Source: the Open Molecules 2025 dataset; level of theory: ωB97M-V with the def2-TZVPD basis set.

XYZ file:
```
11
C2H5OPS2 | the Open Molecules 2025 dataset | ωB97M-V with the def2-TZVPD basis set
C -1.3387 0.6170 0.1080
C -0.1089 0.7271 0.5487
O 1.1063 0.5196 -1.7988
P 1.4249 0.3950 -0.2478
S 2.6717 1.6954 0.4136
S 1.8520 -2.1803 0.2108
H -2.2387 0.8065 0.6997
H -1.5059 0.2669 -0.9814
H -0.0995 1.1665 1.4956
H 0.8249 -0.0978 -2.5249
H 3.1668 -2.1273 0.5173
```

Values from the calculation:
ΔE to the lowest compared entry with this formula, charge and spin: 27.71 kcal per mole
Frontier orbital gap: 8.00 eV

=====

3.
A structure of composition C18H27ClNO4P2Ti at a distorted geometry. Source: the Open Molecules 2025 dataset; level of theory: ωB97M-V with the def2-TZVPD basis set.

XYZ file:
```
54
C18H27ClNO4P2Ti | the Open Molecules 2025 dataset | ωB97M-V with the def2-TZVPD basis set
Ti 0.4371 0.3234 -0.0424
P 0.2651 -0.8371 2.1780
C 0.0509 -2.5523 1.7589
C -0.3640 -2.8282 0.4417
N -0.2930 -1.8246 -0.5304
C -0.6102 -2.1674 -1.7951
C -1.1448 -3.4132 -2.1417
C -1.2886 -4.3998 -1.1652
C -0.8770 -4.1167 0.1177
C -0.4269 -1.1355 -2.8971
P 0.8929 0.0498 -2.4442
H -0.9659 -4.8342 0.9264
H -1.4388 -3.5736 -3.1723
H -1.7319 -5.3560 -1.4126
H -0.1943 -1.6132 -3.8601
H -1.3572 -0.5596 -3.0343
H 2.4115 -4.0182 1.5242
H -0.0058 -3.3624 2.4930
H 4.4193 -2.1158 0.1865
O 3.3501 -4.0445 1.2588
H 3.7074 -4.8147 1.7407
H 2.0550 0.2621 0.2457
O 4.6901 -1.2171 -0.0703
H 4.1147 -0.9793 -0.8206
C 2.3785 -0.7294 -3.1004
H 2.3157 -0.9213 -4.1816
H 3.2270 -0.0622 -2.9008
H 2.5572 -1.6766 -2.5745
C 0.5916 1.4732 -3.4977
H 1.4097 2.1880 -3.3331
H 0.5398 1.2288 -4.5725
H -0.3490 1.9547 -3.1939
C -1.2518 -0.3744 3.0654
H -1.3869 -0.9786 3.9717
H -1.2101 0.6875 3.3341
H -2.1116 -0.5367 2.4040
C 1.6455 -0.6485 3.3194
H 1.6651 0.3957 3.6523
H 1.5666 -1.3051 4.1924
H 2.5734 -0.8572 2.7765
Cl -4.0953 7.0896 1.7330
C -3.1372 5.7339 1.2775
C -1.8491 5.9216 0.7504
C -1.0739 4.8196 0.3899
C -1.6317 3.5452 0.5558
C -2.8983 3.3442 1.0816
C -3.6671 4.4418 1.4450
C -0.8886 2.3417 0.1901
O 0.3455 2.3581 -0.1468
O -1.4505 1.1783 0.2257
H -1.4813 6.9430 0.6347
H -0.0817 4.9269 -0.0235
H -3.2801 2.3349 1.1892
H -4.6673 4.3112 1.8507
```

Values from the calculation:
Charge: +3
Frontier orbital gap: 2.47 eV